Entry from OMol25: a structure of composition C22H45O18V in a non-equilibrium geometry (ωB97M-V/def2-TZVPD).

```
86
Properties=species:S:1:pos:R:3:forces:R:3:lowdin_charge:R:1
V -1.17112 -1.33970 -2.22036 1.05 5.34 3.67 1.479
O 1.49705 3.39356 3.82318 -0.51 1.20 0.09 0.057
O -0.58952 1.87117 -5.18761 -0.42 0.17 1.77 0.051
O -3.28565 -1.05763 -1.90788 2.90 -1.67 0.02 -0.021
O -1.01832 2.92801 -3.38073 -0.21 -0.79 0.01 0.079
O -1.15098 0.10193 5.33330 0.00 -1.54 -0.59 0.103
O -4.75929 0.07669 -0.63113 0.06 0.16 -0.67 0.086
O -1.05582 0.59762 -3.31878 -0.24 1.13 -0.36 -0.033
O -2.98503 -1.15475 5.02935 -0.45 -1.25 -0.07 0.023
O 2.77609 -4.24780 0.57553 -1.88 1.29 1.21 0.041
O 3.30947 -4.75698 -1.56188 0.07 0.45 1.81 0.070
O 3.03994 -0.50494 -3.00864 -2.34 -2.14 1.17 0.055
O -0.77549 -0.13993 -0.48754 -1.25 -1.80 -2.38 -0.313
O -1.14366 -2.01768 4.44527 0.20 0.47 -0.09 0.032
O -2.76724 3.66894 0.80795 3.01 0.81 2.52 0.304
O 4.68268 -4.99678 0.17029 2.52 -0.15 1.10 0.100
O -5.00168 0.03405 -2.78159 -0.25 0.45 1.73 0.063
O 0.94027 -1.31684 -2.45504 -1.17 -0.36 -0.12 -0.038
O 2.49910 -2.51912 -3.78026 -1.76 3.00 2.90 0.029
C -4.66322 -0.24952 -4.13544 0.46 -0.94 -0.57 0.012
C -1.81255 3.92760 1.57689 -0.88 -0.24 -0.91 -0.206
C -1.13216 3.03196 -1.96279 -0.70 -0.83 0.27 -0.013
C -1.84557 3.64190 3.09665 -0.47 -0.34 -0.33 0.101
C -3.88539 -0.09277 5.04879 -1.03 1.18 -0.10 -0.049
C -0.32287 0.27902 0.79625 0.55 -0.73 -0.68 -0.138
C -1.68039 -0.95482 5.01119 -0.78 2.50 -0.02 -0.604
C -0.30431 0.79584 -6.08092 0.36 -1.21 -0.61 -0.002
C 3.73092 3.32169 2.92146 0.43 0.10 0.53 -0.001
C 1.49140 -3.70401 0.18935 0.18 -1.39 -0.46 -0.015
C -4.02521 -0.11205 0.59527 -1.28 -0.35 0.16 0.036
C -0.93376 1.72364 -3.89587 1.25 -1.43 -1.93 -0.472
C 2.44387 2.73782 3.47079 0.59 -0.05 -1.73 -0.501
C 1.60003 -3.64140 -3.89881 0.09 -0.51 -0.66 -0.029
C 5.74772 -5.17732 -0.72087 3.59 -1.22 -0.33 -0.027
C -4.30192 -0.38294 -1.73778 -0.90 1.52 -2.64 -0.551
C 2.29232 1.27192 3.42609 -0.52 -0.49 -0.17 -0.023
C 2.03567 -1.43093 -3.00591 4.12 -1.59 -2.91 -0.408
C 3.59857 -4.68622 -0.35186 -3.51 0.55 -4.33 -0.650
C -0.48018 4.50520 1.00669 -0.71 0.33 -0.96 0.078
C 0.25097 -1.90702 4.33308 1.68 -2.00 0.16 -0.051
C 2.79529 0.70536 -2.27037 0.00 1.66 -1.00 -0.005
H 1.19531 -2.86752 0.82238 0.56 0.03 0.00 0.081
H -3.61236 -0.07663 -4.36764 0.12 0.22 0.34 0.076
H -2.45511 2.74481 3.20522 -0.01 0.08 0.32 0.100
H -4.87951 -0.11763 1.27222 0.56 -0.24 0.56 0.118
H 1.08399 -3.93131 -2.98352 -0.06 0.49 0.07 0.075
H 2.30444 1.35448 -2.99550 -0.62 0.13 0.24 0.098
H 0.69513 -2.10130 5.30933 0.17 0.84 0.11 0.119
H -2.30478 4.48221 3.61733 -0.45 0.27 -0.27 0.140
H 2.25626 0.67263 -1.32355 -0.05 -0.74 -0.21 0.093
H -1.03193 0.12838 1.61027 -0.54 -0.12 -0.21 0.090
H -4.50449 -0.09331 4.15167 0.23 -0.35 -0.48 0.078
H -1.93707 2.38100 -1.62151 -0.05 -0.09 0.04 0.094
H -0.79339 5.35262 0.39686 -0.03 0.21 -0.03 0.120
H 2.56903 0.86231 2.45462 0.58 0.00 0.08 0.081
H 3.58128 4.15798 2.23856 -0.20 0.21 0.42 0.086
H -4.64573 -0.20118 5.82225 0.57 -0.01 0.46 0.111
H -3.52777 -1.08061 0.54471 0.24 0.33 0.39 0.111
H -1.42092 4.05091 -1.70498 0.50 -0.01 -0.35 0.109
H 5.76894 -4.88716 -1.77133 -1.53 0.12 0.16 0.107
H -0.85500 3.56238 3.54445 0.38 -0.25 -0.53 0.090
H -0.10062 3.77857 0.28833 0.00 -0.18 0.20 0.070
H 0.73804 0.48199 -6.13662 0.34 0.35 1.01 0.104
H 1.47561 -3.49792 -0.88088 0.36 0.48 0.08 0.046
H 6.06110 -6.21999 -0.66838 -0.28 -0.08 -0.13 0.112
H -0.04034 1.33055 0.74528 -0.06 0.14 -0.07 0.067
H -3.39236 0.87890 5.07872 0.10 -0.11 0.47 0.084
H 4.42848 2.64521 2.42760 -0.50 -0.50 -0.03 0.083
H -0.41751 1.11883 -7.11579 -0.90 0.35 0.32 0.118
H 0.55372 -0.29060 1.10485 0.20 -0.08 -0.07 0.078
H -0.20939 2.65316 -1.52335 0.08 0.40 0.12 0.095
H 0.65991 -1.04740 3.80214 -0.48 0.27 0.40 0.066
H 1.21720 1.11499 3.51315 0.10 -0.46 0.69 0.062
H 4.30097 3.62226 3.80055 0.03 0.60 0.03 0.104
H -3.41533 0.76957 0.79246 0.23 -0.31 -0.21 0.086
H 0.96929 -3.44038 -4.76474 -0.37 -0.06 0.21 0.103
H -4.86060 -1.30520 -4.32162 -0.21 0.09 -0.18 0.116
H 3.71831 1.26638 -2.12408 0.42 -0.85 0.11 0.115
H 0.73147 -4.47862 0.29227 0.05 -0.18 0.36 0.104
H 0.30981 4.83064 1.68351 -0.56 -0.43 0.67 0.114
H 2.89636 0.85868 4.23384 -0.20 -0.50 -0.08 0.118
H 2.18632 -4.52787 -4.14073 0.34 0.34 0.01 0.117
H 6.62329 -4.64480 -0.34953 -0.25 0.18 0.60 0.104
H -5.25716 0.38670 -4.79161 -0.17 -0.10 0.43 0.123
H 0.57801 -2.80101 3.80211 -0.24 0.00 -0.38 0.095
H -0.88092 -0.09847 -5.84462 -0.29 0.24 -0.17 0.091
```
Forces are in eV/Å.

The orbital gap (alpha / beta) is 4.01 / 3.11 eV. Its expectation value of S² is 3.902. As for the net charge: +3. As for the lowest unoccupied orbital energy (alpha / beta): -12.52 / -13.37 eV. The calculated total energy is -86052.871 eV. As for the multiplicity: 4. Its largest force on an atom is 0.128 hartree/bohr.